(1)
The following is a DFT calculation (ωB97M-V/def2-TZVPD) of C32H88Cu4N8O20S3 as an isolated structure in a non-equilibrium geometry.

Structure (XYZ):
```
155
Properties=species:S:1:pos:R:3
Cu 2.952 2.837 -0.400
Cu -0.330 3.348 2.006
Cu -2.298 0.247 0.763
Cu -0.273 4.672 -0.786
S 2.183 5.229 1.112
O 0.784 5.176 1.580
O 2.771 6.496 1.562
O 2.989 4.110 1.666
O 2.105 5.040 -0.350
S 0.335 1.151 -0.053
O -0.698 0.684 -1.000
O -0.102 0.844 1.295
O 1.633 0.477 -0.274
O 0.551 2.622 -0.150
S -3.075 3.458 1.146
O -2.612 3.033 2.496
O -3.428 2.228 0.368
O -4.296 4.234 1.299
O -1.952 4.138 0.478
C -0.662 -4.039 2.183
C -0.891 -3.489 0.786
C -2.171 -3.947 0.143
O -2.070 -5.350 -0.078
C -3.217 -5.941 -0.607
N -0.945 -2.021 0.832
H 0.240 -3.727 2.716
H -0.552 -5.127 2.140
H -1.467 -3.803 2.885
H -0.102 -3.883 0.128
H -2.459 -3.443 -0.783
H -2.973 -3.726 0.867
H -3.390 -5.681 -1.659
H -4.116 -5.668 -0.041
H -3.116 -7.025 -0.553
H -0.285 -1.598 1.478
H -0.617 -1.741 -0.093
C 3.356 -3.359 -0.083
C 2.717 -2.840 1.209
C 3.211 -3.550 2.462
O 2.787 -4.902 2.351
C 3.194 -5.736 3.399
N 3.051 -1.412 1.309
H 3.236 -4.434 -0.230
H 4.417 -3.112 -0.056
H 2.848 -2.903 -0.935
H 1.632 -2.989 1.194
H 2.682 -3.139 3.332
H 4.304 -3.492 2.529
H 4.281 -5.872 3.369
H 2.733 -6.721 3.300
H 2.803 -5.344 4.347
H 2.350 -0.914 0.727
H 2.763 -1.045 2.216
C 5.787 -0.190 -2.264
C 5.315 1.162 -1.686
C 4.737 2.122 -2.707
O 4.440 3.405 -2.208
C 3.916 4.297 -3.149
N 4.343 0.940 -0.621
H 6.552 -0.127 -3.048
H 4.911 -0.708 -2.653
H 6.322 -0.739 -1.489
H 6.161 1.631 -1.170
H 3.837 1.659 -3.136
H 5.512 2.176 -3.485
H 2.884 4.050 -3.428
H 4.481 4.286 -4.089
H 3.840 5.292 -2.716
H 3.486 0.497 -0.941
H 4.748 0.290 0.045
C -4.818 -0.615 -3.795
C -4.510 -0.053 -2.401
C -4.084 -1.181 -1.422
O -4.138 -0.876 -0.041
C -5.446 -0.841 0.476
N -3.494 0.964 -2.544
H -4.017 -1.242 -4.185
H -5.032 0.218 -4.464
H -5.758 -1.178 -3.737
H -5.423 0.461 -2.090
H -3.079 -1.489 -1.729
H -4.662 -2.100 -1.626
H -6.023 -1.722 0.179
H -5.959 0.092 0.234
H -5.341 -0.851 1.560
H -3.467 1.573 -1.720
H -2.567 0.570 -2.641
C 0.323 4.150 -4.423
C -1.093 3.756 -3.983
C -1.598 2.572 -4.842
O -1.371 2.881 -6.197
C -1.711 1.817 -7.063
N -0.987 3.333 -2.592
H 0.650 4.984 -3.796
H 0.357 4.537 -5.442
H 1.038 3.334 -4.316
H -1.762 4.609 -4.082
H -2.656 2.365 -4.632
H -1.094 1.653 -4.506
H -1.694 2.248 -8.065
H -2.715 1.405 -6.898
H -0.988 1.008 -6.905
H -0.346 2.555 -2.461
H -1.870 2.952 -2.253
C -0.977 -1.435 -4.359
C 0.374 -1.639 -3.759
C 1.410 -0.563 -4.136
O 1.385 -0.286 -5.522
C 2.211 0.787 -5.902
N 0.251 -1.651 -2.307
H -1.317 -0.421 -4.140
H -1.693 -2.171 -3.986
H -0.952 -1.680 -5.425
H 0.803 -2.580 -4.124
H 2.403 -0.923 -3.831
H 1.188 0.380 -3.613
H 2.079 0.920 -6.973
H 3.258 0.601 -5.634
H 1.926 1.699 -5.363
H -0.211 -0.810 -1.929
H 1.158 -1.543 -1.850
C 2.387 2.490 5.378
C 2.395 1.413 4.291
C 1.582 0.196 4.724
O 2.261 -0.592 5.703
C 1.386 -1.268 6.567
N 1.626 2.021 3.168
H 2.764 3.444 5.012
H 2.986 2.092 6.205
H 1.368 2.694 5.708
H 3.394 1.201 3.904
H 1.443 -0.427 3.832
H 0.592 0.484 5.086
H 0.825 -0.486 7.095
H 1.954 -1.808 7.329
H 0.770 -2.021 6.062
H 1.481 1.362 2.416
H 2.230 2.756 2.784
C -3.354 -1.798 4.050
C -3.617 -0.305 3.939
C -3.579 0.435 5.280
O -2.291 0.267 5.861
C -2.255 0.536 7.243
N -2.637 0.307 3.053
H -3.143 -2.225 3.066
H -4.256 -2.373 4.305
H -2.565 -2.088 4.743
H -4.591 -0.146 3.473
H -4.351 0.081 5.974
H -3.714 1.495 5.034
H -3.009 0.096 7.903
H -2.206 1.618 7.402
H -1.304 0.102 7.565
H -1.742 0.502 3.500
H -2.873 1.281 2.805
```

Results
total charge: -2

Atomic partial charges in e from the Mulliken method, atoms 1 to 5:
1 Cu 0.48
2 Cu 0.39
3 Cu 1.85
4 Cu 0.19
5 S 1.02

---

(2)
The following is a DFT calculation (ωB97M-V/def2-TZVPD) of C32H88F4N10O16PbS4 as an isolated structure in a non-equilibrium geometry.

Structure (XYZ):
```
155
Properties=species:S:1:pos:R:3
Pb -3.260 -28.677 3.508
N -8.170 -27.495 2.146
S -9.611 -27.857 1.870
O -10.151 -27.349 0.567
O -10.478 -28.157 2.995
F -9.223 -29.391 1.486
S -8.703 -25.863 2.455
O -9.876 -25.651 3.304
O -8.620 -24.831 1.435
F -7.485 -25.456 3.489
N -1.344 -26.228 7.298
S -0.742 -26.677 8.879
O -1.297 -26.104 10.163
O 0.605 -27.232 8.909
F -1.549 -28.029 8.949
S -1.436 -24.787 7.824
O -0.138 -24.078 8.210
O -2.610 -24.415 8.564
F -1.763 -24.082 6.411
C -0.019 -30.084 17.647
C 0.651 -31.137 18.581
C 2.155 -30.936 18.822
O 2.731 -32.063 19.565
C 4.080 -31.776 19.938
N -0.218 -31.238 19.706
H -1.104 -30.177 17.610
H 0.434 -29.978 16.661
H 0.131 -29.099 18.087
H 0.527 -32.126 18.139
H 2.243 -30.009 19.388
H 2.711 -30.880 17.885
H 4.644 -32.587 20.398
H 4.107 -30.864 20.534
H 4.622 -31.641 19.002
H 0.054 -31.758 20.528
H -0.341 -30.282 20.009
C 1.001 -18.167 11.525
C 0.093 -17.002 11.044
C -0.304 -16.026 12.146
O -1.470 -16.505 12.776
C -2.620 -16.517 11.903
N 0.748 -16.500 9.878
H 1.482 -18.753 10.742
H 0.393 -18.861 12.105
H 1.830 -17.755 12.101
H -0.787 -17.397 10.536
H -0.440 -15.035 11.714
H 0.518 -15.913 12.853
H -2.773 -15.579 11.370
H -3.574 -16.609 12.423
H -2.647 -17.370 11.226
H 1.072 -17.359 9.456
H 1.508 -15.881 10.122
C -4.140 -29.979 -2.916
C -3.158 -29.608 -1.756
C -2.934 -28.051 -1.675
O -1.999 -27.787 -0.597
C -1.355 -26.534 -0.701
N -3.638 -30.334 -0.578
H -5.195 -29.758 -2.754
H -3.997 -30.992 -3.291
H -3.891 -29.379 -3.791
H -2.213 -30.033 -2.096
H -3.900 -27.629 -1.396
H -2.517 -27.789 -2.647
H -0.977 -26.247 -1.683
H -0.469 -26.616 -0.072
H -1.998 -25.732 -0.337
H -4.620 -30.138 -0.450
H -3.514 -31.225 -1.037
C 9.395 -25.749 6.241
C 8.032 -25.581 7.063
C 7.529 -24.169 6.733
O 8.455 -23.125 7.102
C 9.037 -23.275 8.409
N 7.068 -26.533 6.552
H 9.819 -26.748 6.346
H 10.206 -25.096 6.565
H 9.315 -25.496 5.184
H 8.093 -25.696 8.145
H 6.644 -24.042 7.357
H 7.191 -23.992 5.712
H 8.358 -23.415 9.250
H 9.651 -22.396 8.607
H 9.873 -23.972 8.456
H 7.021 -26.387 5.554
H 6.112 -26.355 6.825
C -5.551 -34.868 6.541
C -5.563 -33.367 6.423
C -6.108 -32.654 7.684
O -6.284 -31.208 7.385
C -6.578 -30.407 8.493
N -4.306 -32.876 5.957
H -6.523 -35.188 6.918
H -4.786 -35.051 7.296
H -5.411 -35.374 5.586
H -6.265 -33.058 5.649
H -5.315 -32.767 8.423
H -7.038 -33.085 8.055
H -5.776 -30.545 9.218
H -7.578 -30.646 8.856
H -6.716 -29.399 8.101
H -4.011 -33.523 5.240
H -3.589 -32.980 6.660
C 7.979 -29.089 15.037
C 7.134 -28.948 13.710
C 6.260 -27.666 13.638
O 5.404 -27.373 14.705
C 4.730 -26.139 14.656
N 8.016 -28.901 12.558
H 8.848 -28.432 15.084
H 8.431 -30.050 15.284
H 7.520 -28.673 15.934
H 6.477 -29.811 13.602
H 5.667 -27.653 12.723
H 6.937 -26.820 13.526
H 4.833 -25.710 13.658
H 4.857 -25.406 15.452
H 3.660 -26.244 14.836
H 7.498 -28.714 11.712
H 8.664 -28.127 12.603
C 2.424 -35.066 9.136
C 3.646 -35.397 8.269
C 3.762 -36.847 7.744
O 4.800 -37.119 6.817
C 6.035 -37.425 7.526
N 3.809 -34.420 7.246
H 1.498 -35.296 8.609
H 2.397 -33.983 9.248
H 2.442 -35.427 10.164
H 4.465 -35.332 8.986
H 2.870 -37.126 7.184
H 3.840 -37.613 8.516
H 6.886 -37.435 6.844
H 5.770 -38.413 7.902
H 6.189 -36.722 8.344
H 4.692 -34.570 6.778
H 4.188 -33.717 7.864
C -4.269 -14.600 4.489
C -3.644 -15.799 5.241
C -4.413 -17.037 5.230
O -5.346 -17.126 6.317
C -6.165 -18.312 6.407
N -2.315 -15.884 4.764
H -5.314 -14.422 4.743
H -4.333 -14.819 3.423
H -3.818 -13.636 4.723
H -3.580 -15.506 6.289
H -3.772 -17.915 5.307
H -4.865 -17.287 4.271
H -6.356 -18.542 5.359
H -7.123 -18.170 6.907
H -5.584 -19.101 6.885
H -1.723 -16.337 5.446
H -1.872 -15.052 4.403
```

Results
energy above the lowest of the compared OMol25 structures with the same formula, charge and spin: 14.1466 eV
total charge: 0

Atomic partial charges in e from the Mulliken method, atoms 1 to 5:
1 Pb 1.59
2 N -0.25
3 S 1.07
4 O -0.55
5 O -0.53

---

| no. | total energy (Ha) | orbital gap (eV) |
| --- | --- | --- |
| 1 | -10971.5131 | 5.74 |
| 2 | -5207.6423 | 1.43 |